{
  "formula": "C3H10S2",
  "method": "the ωB97M-V functional and the def2-TZVPD basis",
  "symbols": ["C", "S", "H", "H", "H", "H", "C", "S", "C", "H", "H", "H", "H", "H", "H"],
  "positions_angstrom": [[-0.728, 3.109, -0.737], [-1.134, 2.418, 0.903], [-0.563, 4.174, -0.814], [0.000, 2.484, -1.252], [-1.591, 3.022, -1.438], [-0.130, 2.863, 1.624], [1.828, -2.131, 0.088], [0.666, -1.383, 1.180], [-0.877, -1.864, 0.349], [1.412, -2.206, -0.940], [1.866, -3.108, 0.600], [2.847, -1.751, 0.014], [-1.447, -2.723, 0.701], [-1.512, -0.983, 0.435], [-0.637, -1.922, -0.713]],
  "s2": 0.7535,
  "homo_lumo_gap_ha": [0.3480, 0.1518],
  "total_energy_ev": -24934.4112,
  "spin_multiplicity": 2,
  "total_charge": 1,
  "homo_energy_ev": [-12.7, -12.4]
}

***

{
  "formula": "C11H9F3O",
  "method": "the ωB97M-V functional and the def2-TZVPD basis",
  "symbols": ["C", "C", "C", "O", "C", "C", "C", "C", "C", "C", "H", "H", "H", "H", "H", "H", "H", "H", "F", "C", "C", "F", "F", "H"],
  "positions_angstrom": [[0.304, 2.554, -1.097], [0.180, 1.012, -1.098], [0.761, 0.416, -2.109], [1.246, -0.224, -2.965], [-0.784, 0.286, -0.243], [-1.494, -0.857, -0.546], [-1.964, -1.758, 0.411], [-1.878, -1.330, 1.712], [-1.213, -0.196, 2.134], [-0.699, 0.662, 1.132], [0.722, 2.914, -0.199], [-0.704, 2.907, -0.837], [0.602, 2.955, -2.067], [-1.322, -1.171, -1.517], [-2.297, -2.671, 0.025], [-2.161, -2.108, 2.452], [-1.195, 0.302, 3.061], [-0.052, 1.504, 1.339], [1.552, -2.520, -0.466], [1.573, -1.403, 0.278], [2.318, -0.352, -0.085], [2.425, 0.723, 0.624], [3.428, -0.426, -0.765], [0.649, -1.219, 0.826]],
  "homo_lumo_gap_ha": 0.3267,
  "total_energy_ev": -21748.9155,
  "homo_energy_ev": -8.4
}